[1]
{"formula": "C19H34N5PSV", "method": "ωB97M-V with the def2-TZVPD basis set", "homo_ev": [-5.9, -5.9], "spin_multiplicity": 2, "e_tot_ha": -2701.7240, "lumo_energy_ev": [0.044, -0.068], "symbols": ["V", "N", "C", "S", "N", "N", "C", "C", "C", "C", "C", "C", "N", "H", "H", "H", "H", "H", "H", "H", "C", "C", "C", "C", "P", "N", "C", "C", "C", "C", "C", "C", "C", "C", "H", "H", "H", "H", "H", "H", "H", "H", "H", "H", "H", "H", "H", "H", "H", "H", "H", "H", "H", "H", "H", "H", "H", "H", "H", "H", "H"], "positions_angstrom": [[0.095025, -2.398574, -0.041696], [3.693578, -3.561300, 2.036011], [2.412036, -3.419222, 1.573230], [2.167649, -3.523745, -0.157886], [1.463359, -3.157285, 2.413620], [0.271339, -2.918944, 1.774349], [-0.844488, -2.948363, 2.548736], [-2.008251, -2.817043, 1.821082], [-3.333472, -2.718981, 2.344177], [-4.392947, -2.627459, 1.502515], [-4.171411, -2.616834, 0.092756], [-2.889717, -2.642258, -0.360261], [-1.805108, -2.711327, 0.454183], [4.312367, -4.113997, 1.468715], [3.770621, -3.693196, 3.032617], [-0.774256, -3.065900, 3.619529], [-3.461928, -2.723528, 3.418608], [-5.400067, -2.553577, 1.890971], [-4.994122, -2.564393, -0.604533], [-2.668194, -2.584024, -1.421138], [-2.083033, 0.754626, -1.979385], [-1.321967, 1.555537, -0.906217], [-2.119283, 1.378586, 0.396201], [-1.327772, 3.037553, -1.289527], [0.385169, 0.794665, -0.669597], [0.223595, -0.783161, -0.729840], [1.534371, 1.284717, -2.075208], [0.760363, 1.145449, -3.393600], [2.695064, 0.274790, -2.142682], [2.102647, 2.704245, -1.996604], [1.125579, 1.311843, 0.979593], [2.607587, 0.909135, 0.991165], [1.011193, 2.814972, 1.263403], [0.478942, 0.542041, 2.140462], [-3.148714, 0.965028, -1.867568], [-1.935148, -0.316241, -1.847722], [-1.801566, 1.028886, -2.991289], [-3.157388, 1.651348, 0.195136], [-1.764318, 2.028483, 1.193258], [-2.106544, 0.342397, 0.739443], [-2.366926, 3.374186, -1.334483], [-0.890404, 3.210552, -2.272978], [-0.811162, 3.666352, -0.566737], [0.279373, 0.170298, -3.474457], [1.473523, 1.240223, -4.215056], [0.014021, 1.926452, -3.522750], [2.342633, -0.748723, -2.016569], [3.464221, 0.467406, -1.402045], [3.162407, 0.360788, -3.126165], [1.328009, 3.467859, -1.934919], [2.677963, 2.892520, -2.906730], [2.781968, 2.831604, -1.154808], [3.219830, 1.544536, 0.354501], [2.742903, -0.134333, 0.699611], [2.976526, 1.019717, 2.013142], [1.398288, 3.437134, 0.458458], [1.594598, 3.037071, 2.160349], [-0.016899, 3.113455, 1.467308], [0.583821, -0.534305, 2.013375], [-0.568854, 0.770625, 2.293918], [1.013380, 0.821650, 3.052027]], "atomic_forces_ev_per_a": [[0.29, -0.36, -0.59], [0.02, 0.02, 0.11], [-0.13, 0.02, -0.05], [0.03, -0.15, -0.06], [0.23, 0.00, 0.10], [-0.12, 0.24, -0.07], [-0.12, -0.01, 0.04], [0.04, 0.15, 0.29], [-0.05, -0.10, -0.02], [0.10, 0.01, -0.01], [0.11, -0.01, -0.02], [-0.22, -0.01, -0.13], [-0.14, -0.02, 0.13], [0.00, -0.01, -0.01], [0.01, 0.00, -0.01], [0.01, -0.02, -0.01], [-0.01, -0.02, 0.00], [0.00, 0.00, 0.02], [0.00, 0.00, -0.02], [-0.04, 0.00, 0.01], [0.01, -0.03, 0.02], [0.00, 0.00, 0.01], [0.03, -0.01, 0.01], [0.02, 0.01, -0.05], [-0.02, 0.03, 0.03], [0.03, 0.18, 0.32], [0.00, 0.03, 0.01], [-0.02, -0.03, -0.01], [-0.03, -0.04, -0.01], [0.01, 0.01, 0.04], [-0.02, 0.09, -0.03], [0.02, -0.03, -0.01], [-0.04, 0.00, -0.02], [0.05, -0.08, -0.01], [-0.01, 0.02, 0.00], [-0.01, 0.02, 0.00], [0.04, -0.02, -0.03], [-0.01, 0.00, -0.01], [0.00, -0.03, 0.02], [-0.01, 0.00, 0.00], [0.00, 0.01, 0.00], [-0.02, 0.03, 0.06], [0.02, 0.01, 0.03], [0.01, 0.00, -0.01], [0.00, -0.01, -0.01], [-0.01, -0.04, -0.02], [0.01, 0.02, -0.01], [0.01, -0.01, 0.04], [0.00, 0.02, -0.01], [-0.02, 0.01, 0.00], [0.00, 0.00, -0.01], [-0.03, 0.02, -0.03], [0.01, -0.03, 0.01], [0.01, 0.01, 0.01], [0.00, -0.01, 0.00], [0.01, 0.01, -0.01], [0.00, 0.00, 0.01], [0.02, 0.01, -0.02], [0.00, 0.05, 0.01], [-0.06, 0.01, -0.01], [0.00, 0.00, 0.00]]}

[2]
{"formula": "C19H34NO3P", "method": "ωB97M-V with the def2-TZVPD basis set", "homo_ev": -8.4, "e_tot_ha": -1365.7648, "lumo_energy_ev": 0.325, "symbols": ["C", "C", "C", "P", "C", "C", "O", "C", "C", "C", "C", "C", "C", "N", "C", "C", "H", "H", "H", "H", "H", "H", "H", "H", "H", "H", "H", "H", "H", "H", "H", "H", "H", "H", "C", "C", "C", "O", "H", "H", "H", "H", "H", "H", "H", "H", "C", "C", "C", "O", "H", "H", "H", "H", "H", "H", "H", "H"], "positions_angstrom": [[-0.333969, -1.744346, 1.869165], [0.161058, -1.242146, 0.744053], [0.751219, -0.870617, -0.730755], [1.933076, 0.615077, -0.635585], [0.661079, 1.822461, -1.444993], [1.541958, 2.976394, -2.203929], [1.579948, 3.127675, -3.470722], [2.350263, 3.977901, -1.188193], [1.629641, 5.362483, -0.881529], [2.397082, 6.317214, 0.150349], [3.759706, 5.883804, 0.805218], [4.464432, 4.508589, 0.465869], [3.724001, 3.551902, -0.545669], [3.203028, -0.523155, -0.033002], [4.290306, -0.737120, -1.042787], [3.818781, -1.449018, -2.415930], [-0.841712, -2.476090, 2.612516], [1.374826, -1.797498, -1.063373], [-0.105143, -0.774147, -1.491015], [2.875538, 1.038782, -1.634488], [1.941229, 1.372095, 0.609552], [-0.092956, 1.306742, -2.140274], [0.162064, 2.382356, -0.550245], [0.629777, 5.623235, -1.376316], [1.890240, 7.309822, 0.418740], [4.285927, 6.577088, 1.573441], [5.452019, 4.189623, 0.956202], [4.191079, 2.522175, -0.791192], [3.675038, -0.012551, 0.752572], [5.062026, -1.455160, -0.549096], [4.893531, 0.230348, -1.298376], [3.273668, -0.637598, -3.041847], [3.107466, -2.340953, -2.282014], [4.764947, -1.795927, -2.967076], [-3.738323, -5.295341, 3.381327], [-3.125342, -5.187561, 1.993857], [-3.110536, -6.534547, 1.288790], [-1.791086, -4.695322, 2.102427], [-3.160208, -5.978898, 4.012064], [-3.731648, -4.322255, 3.880968], [-4.769507, -5.655425, 3.330409], [-3.691225, -4.466237, 1.396936], [-2.510519, -7.261233, 1.846588], [-2.656709, -6.444290, 0.297647], [-4.122928, -6.931744, 1.175263], [-1.281435, -5.327536, 2.629591], [-3.742925, 2.110331, 0.631231], [-3.366869, 1.528222, -0.722265], [-4.442187, 0.584628, -1.237523], [-2.133203, 0.822742, -0.607651], [-3.857120, 1.318618, 1.379110], [-2.955768, 2.777291, 0.994690], [-4.678863, 2.672842, 0.572727], [-3.213432, 2.338596, -1.441311], [-4.580746, -0.260213, -0.554694], [-4.153131, 0.164712, -2.205401], [-5.399056, 1.101424, -1.352008], [-2.258406, 0.101758, 0.027958]], "atomic_forces_ev_per_a": [[2.30, 1.79, -6.59], [-2.32, -2.98, 4.55], [-1.00, -1.87, 1.04], [-0.30, -0.30, 0.25], [0.18, 2.43, -0.17], [-0.47, 0.13, -2.30], [0.00, -0.60, 5.40], [0.67, 1.79, 1.31], [4.72, -1.40, 2.27], [0.92, -3.49, -1.12], [-1.15, -2.07, -1.98], [-4.26, 1.04, -1.91], [-1.23, 3.21, 1.14], [1.59, 1.16, 0.14], [1.11, -1.41, -0.01], [-0.02, 1.00, 0.10], [1.20, 1.89, -1.61], [-1.07, 1.73, 0.87], [1.10, 0.17, 1.50], [-0.26, -0.21, 0.01], [-0.04, -0.65, -0.84], [1.19, 1.08, 0.99], [0.42, -1.08, -1.75], [1.79, -0.40, 0.90], [1.07, -1.67, -0.36], [-1.16, -1.27, -1.58], [-1.77, 0.66, -0.88], [-0.92, 2.06, 0.36], [-0.56, -0.82, -0.70], [-1.22, 1.27, -0.79], [-1.13, -1.41, 0.18], [0.91, -1.58, 0.74], [1.20, 1.33, 0.04], [-1.53, 0.55, 0.70], [-0.18, 0.23, 0.13], [0.14, -0.57, 0.39], [-0.03, -0.03, -0.33], [0.14, 0.27, -0.01], [-0.05, -0.07, -0.13], [-0.05, -0.07, -0.10], [0.08, 0.01, 0.05], [0.25, 0.05, 0.04], [-0.11, 0.06, 0.09], [-0.10, 0.04, 0.09], [0.09, -0.01, 0.02], [-0.15, 0.11, -0.16], [0.06, 0.30, 0.10], [-0.25, -0.44, 0.45], [-0.09, -0.03, -0.32], [0.11, -0.02, -0.12], [-0.08, -0.02, -0.12], [-0.09, -0.02, -0.09], [0.06, -0.05, 0.04], [0.19, -0.14, 0.04], [-0.01, 0.14, 0.08], [-0.03, 0.12, 0.07], [0.05, -0.08, 0.01], [0.10, 0.15, -0.08]]}

[3]
{"formula": "C19H34NO6P2RuS3", "method": "ωB97M-V with the def2-TZVPD basis set", "homo_ev": [-6.8, -8.6], "spin_multiplicity": 6, "e_tot_ha": -3222.6411, "lumo_energy_ev": [0.369, -2.604], "symbols": ["Ru", "C", "C", "O", "P", "S", "S", "O", "C", "C", "H", "H", "H", "H", "H", "H", "H", "H", "H", "H", "C", "C", "C", "C", "C", "C", "C", "S", "O", "O", "N", "C", "C", "O", "O", "H", "H", "H", "H", "H", "H", "H", "H", "H", "C", "C", "P", "C", "C", "C", "C", "H", "H", "H", "H", "H", "H", "H", "H", "H", "H", "H", "H", "H", "H", "H"], "positions_angstrom": [[-0.242065, -0.252167, 0.398288], [1.635296, 3.994230, -4.915795], [0.502300, 3.013691, -4.809273], [0.872931, 1.841060, -4.031289], [1.140304, 1.882683, -2.427706], [-0.166073, 0.452906, -1.713886], [1.079606, 3.568156, -1.544140], [2.586801, 1.132134, -2.349486], [3.759831, 1.844751, -1.801865], [4.995541, 1.060837, -2.175528], [1.581928, 4.490095, -5.886281], [2.608109, 3.486758, -4.916079], [1.636346, 4.713661, -4.093629], [0.195465, 2.601192, -5.786292], [-0.394074, 3.529186, -4.340652], [3.655932, 1.952435, -0.680511], [3.837241, 2.869479, -2.260936], [5.079471, 0.063976, -1.686374], [5.890338, 1.651923, -1.936455], [5.047091, 0.865852, -3.229473], [-5.698814, 2.372544, 2.704436], [-4.527793, 1.500002, 3.118308], [-4.396050, 0.271100, 2.491647], [-3.206534, -0.506302, 2.604070], [-2.243297, 0.031854, 3.421823], [-2.387329, 1.192432, 4.190321], [-3.526934, 1.972429, 3.990822], [-0.732493, -0.882914, 3.569583], [-0.348844, -0.666974, 4.952190], [-0.952740, -2.243481, 3.162655], [0.139913, -0.041661, 2.423689], [0.280556, 1.348181, 2.652501], [-0.705254, 2.274183, 1.845793], [-0.668422, 3.491968, 1.967238], [-1.419120, 1.427542, 1.026280], [-5.527796, 2.751834, 1.655738], [-5.880430, 3.212118, 3.390766], [-6.622049, 1.754368, 2.601141], [-5.247812, -0.081753, 1.869510], [-3.097068, -1.490268, 2.169528], [-1.623491, 1.435649, 4.921057], [-3.617338, 2.913231, 4.521501], [1.292620, 1.502913, 2.229441], [0.342661, 1.480645, 3.746520], [1.287796, -3.731178, -2.722113], [0.830701, -2.427058, -2.102959], [0.519537, -2.281395, -0.265562], [-0.561250, -3.738615, 0.045002], [-1.864350, -3.639808, -0.836678], [2.172125, -2.616736, 0.577455], [2.262523, -2.671751, 2.106230], [1.935205, -3.489019, -3.581244], [0.488418, -4.349233, -3.091697], [1.926630, -4.357990, -2.086661], [-0.150429, -2.137933, -2.517003], [1.478727, -1.596285, -2.319050], [-0.880840, -3.654515, 1.105931], [0.025314, -4.640228, -0.114811], [-2.594431, -2.977143, -0.361618], [-2.371812, -4.658656, -0.840273], [-1.682561, -3.345681, -1.889426], [2.790048, -1.763888, 0.215041], [2.546871, -3.556399, 0.116577], [3.037333, -1.983681, 2.483182], [2.555895, -3.693606, 2.423959], [1.320093, -2.471680, 2.616524]], "atomic_forces_ev_per_a": [[-1.61, 1.95, 1.95], [0.67, 0.17, -0.36], [-1.15, 0.08, 0.57], [-0.09, 0.18, 0.81], [0.97, -0.13, -1.13], [0.37, 1.00, -1.25], [-0.24, 0.24, 0.22], [-0.01, 0.67, 0.45], [-0.26, 0.48, 0.15], [0.42, -0.61, 0.64], [-0.10, 0.30, 0.13], [-0.21, -0.09, 0.06], [-0.03, -0.07, -0.27], [0.21, 0.18, 0.49], [0.91, -0.78, -0.47], [-0.05, -0.08, -1.27], [-0.34, -0.96, 0.53], [-0.18, 0.74, -0.07], [-0.23, -0.17, 0.16], [-0.19, 0.04, -0.66], [-0.45, -0.31, -0.77], [0.09, 0.84, -0.24], [0.40, -1.26, -0.58], [-1.96, 1.50, 0.32], [0.50, -0.87, 0.72], [-0.66, -0.03, -0.50], [0.28, -0.87, -0.14], [-1.58, 1.45, 1.34], [1.04, 0.02, -1.13], [0.56, -0.12, -0.87], [0.11, -1.93, 0.06], [1.76, 0.72, 0.90], [-0.47, -1.23, -0.60], [-0.63, -2.42, -0.52], [0.74, 2.60, 0.86], [0.03, -0.10, 1.14], [0.07, -0.29, -0.31], [0.54, 0.47, 0.34], [0.78, 0.20, 0.43], [0.03, 0.11, -0.16], [-0.14, 0.14, -0.18], [-0.18, -0.04, -0.11], [-0.33, 0.89, 0.40], [-0.10, 0.83, -0.48], [1.31, -0.07, -0.17], [-0.84, 0.08, 0.73], [0.69, -3.54, -0.60], [-0.88, 0.80, 0.15], [0.06, -1.59, 0.32], [-0.03, 0.40, -1.01], [0.16, -0.72, 0.44], [-0.33, -0.12, 0.15], [-0.46, -0.18, 0.01], [-0.22, 0.17, 0.13], [0.48, -0.01, 0.05], [0.44, 0.26, -0.23], [0.40, -0.33, -0.52], [-0.17, -0.22, -0.06], [0.25, 0.18, -0.23], [0.67, 1.19, -0.12], [-0.15, -0.16, 0.68], [-0.21, -0.66, -0.02], [-0.08, 0.64, 0.16], [-0.44, -0.22, -0.16], [-0.12, 0.56, -0.18], [0.15, 0.11, -0.14]]}